# 1
Here is a cluster of 4 separate species, C25H38F2N5O12S in total from the Open Molecules 2025 dataset. Energies are from ωB97M-V/def2-TZVPD.

Element x y z (Å)
C -0.861 6.966 0.349
C -0.442 5.710 0.299
C -1.317 4.606 -0.230
N -1.704 3.649 0.823
C -2.228 3.862 2.027
N -2.538 5.105 2.519
C -1.863 5.671 3.371
S -1.008 6.478 4.365
N -2.493 2.743 2.681
C -2.133 1.772 1.844
N -2.278 0.477 2.133
F -2.795 0.272 3.380
C -2.003 -0.722 1.359
C -2.684 -1.964 1.927
C -1.911 -2.617 3.062
F -1.025 -3.542 2.528
N -1.616 2.265 0.694
C -1.055 1.683 -0.515
O -1.973 1.772 -1.557
C -2.191 0.569 -2.300
C -0.965 0.118 -3.107
O -0.938 -1.272 -3.293
C -0.575 -2.021 -2.153
C 0.924 -2.148 -1.959
O 1.485 -2.686 -3.120
C 2.719 -3.358 -2.898
C 3.867 -2.417 -2.521
H -1.694 7.272 -0.277
H -0.430 7.708 1.007
H 0.578 5.444 0.566
H -0.826 4.060 -1.031
H -2.231 5.021 -0.658
H -2.420 -0.552 0.365
H -0.928 -0.894 1.244
H -3.712 -1.750 2.217
H -2.735 -2.675 1.100
H -1.324 -1.877 3.610
H -2.569 -3.121 3.768
H -0.718 0.666 -0.324
H -0.168 2.268 -0.765
H -2.543 -0.248 -1.663
H -3.010 0.796 -2.979
H -1.023 0.554 -4.104
H -0.031 0.499 -2.668
H -0.992 -3.020 -2.285
H -1.013 -1.616 -1.227
H 1.391 -1.189 -1.683
H 1.086 -2.845 -1.121
H 2.939 -3.881 -3.824
H 2.585 -4.124 -2.121
H 4.069 -2.461 -1.448
H 4.765 -2.668 -3.076
H 3.577 -1.393 -2.763
C 0.129 -6.442 3.388
C 1.120 -6.416 4.538
O 1.379 -7.803 4.747
C 1.110 -8.471 3.596
O 1.380 -9.605 3.390
O 0.486 -7.649 2.713
H 0.218 -5.594 2.717
H -0.904 -6.523 3.732
H 2.055 -5.920 4.269
H 0.725 -5.966 5.445
C -3.493 9.156 2.699
C -3.306 10.489 3.402
O -2.069 10.946 2.843
C -1.883 10.346 1.648
O -1.033 10.614 0.867
O -2.803 9.360 1.465
H -4.533 8.902 2.515
H -3.009 8.332 3.226
H -4.093 11.202 3.156
H -3.221 10.408 4.482
C 6.846 -6.329 -5.492
C 5.438 -6.896 -5.474
O 4.670 -5.773 -5.023
C 5.354 -4.643 -5.316
O 4.909 -3.544 -5.221
O 6.605 -4.936 -5.726
H 7.473 -6.737 -6.279
H 7.353 -6.439 -4.532
H 5.089 -7.181 -6.467
H 5.312 -7.733 -4.794

Computed properties:
Energy above the lowest of the compared OMol25 structures with the same formula, charge and spin in kJ/mol: 0.00
HOMO level in eV: -11.57
LUMO in eV: -3.1513
Spin multiplicity: 1
Total charge: +1
Orbital gap in Ha: 0.310

---

# 2
Here is a structure of composition C25H38InN10O4PS2 from the Open Molecules 2025 dataset. Energies are from ωB97M-V/def2-TZVPD.

Element x y z (Å)
In -0.464 1.245 0.772
O 1.082 2.516 0.642
C 2.317 2.198 0.398
C 3.107 3.093 -0.394
C 4.427 2.849 -0.658
C 4.993 1.656 -0.166
C 4.322 0.822 0.638
C 2.981 1.102 0.952
C 2.284 0.150 1.776
N 0.995 0.010 1.795
C 0.344 -0.932 2.663
C -0.553 -0.086 3.595
N -1.018 1.142 2.975
C -1.127 2.159 3.800
C -1.371 3.507 3.378
C -1.023 4.489 4.339
C -1.049 5.858 4.021
C -1.427 6.168 2.730
C -1.741 5.165 1.791
C -1.743 3.876 2.113
O -2.172 2.806 1.277
H 2.562 3.956 -0.875
H 4.966 3.507 -1.289
H 6.085 1.514 -0.386
H 4.822 -0.051 0.922
H 2.797 -0.715 2.284
H 0.969 -1.548 3.375
H -0.195 -1.638 2.051
H 0.006 0.216 4.518
H -1.382 -0.736 3.816
H -0.872 1.980 4.822
H -0.694 4.173 5.292
H -0.780 6.607 4.757
H -1.522 7.155 2.441
H -2.000 5.513 0.831
C 3.100 -0.477 -3.215
C 1.899 0.353 -3.224
N 1.649 1.187 -4.182
N 0.493 1.779 -3.733
C 0.031 1.381 -2.535
S -1.222 2.033 -1.620
N 0.984 0.416 -2.218
N 0.997 -0.172 -0.984
H 3.693 -0.470 -4.148
H 2.890 -1.545 -3.022
H 3.762 -0.157 -2.398
H 0.110 2.551 -4.224
H 0.509 -1.073 -1.040
H 1.963 -0.297 -0.613
N -4.499 1.311 1.519
C -4.713 0.054 0.731
P -3.169 -1.000 0.847
O -3.258 -1.720 2.158
O -1.957 -0.286 0.352
C -3.609 -2.408 -0.290
N -4.272 -3.454 0.592
H -5.179 2.027 1.310
H -2.982 2.315 1.466
H -4.537 1.073 2.507
H -4.885 0.372 -0.303
H -5.498 -0.587 1.130
H -2.728 -2.789 -0.769
H -4.424 -2.175 -0.988
H -4.234 -2.942 1.580
H -3.699 -4.294 0.742
H -5.229 -3.768 0.305
S 0.080 -3.394 -0.274
C 0.732 -3.937 -1.778
N 2.049 -3.754 -2.061
C 2.680 -4.316 -3.279
C 1.808 -5.334 -4.042
C 0.402 -4.717 -4.129
N -0.050 -4.483 -2.728
H 2.565 -3.448 -1.296
H 3.723 -4.653 -3.017
H 2.886 -3.468 -3.966
H 1.835 -6.248 -3.408
H 2.307 -5.375 -5.041
H -0.249 -5.487 -4.519
H 0.330 -3.775 -4.719
H -1.011 -4.577 -2.475

Computed properties:
Energy above the lowest of the compared OMol25 structures with the same formula, charge and spin in kJ/mol: 178.58
HOMO level in eV: -12.74
LUMO in eV: -4.8839
Spin multiplicity: 1
Total charge: +2
Orbital gap in Ha: 0.289

---

# 3
Here is a structure of composition C25H38NOPt from the Open Molecules 2025 dataset. Energies are from ωB97M-V/def2-TZVPD.

Element x y z (Å)
C 0.511 1.817 -1.767
C -0.865 1.979 -1.382
C -1.668 1.123 -2.205
C -0.795 0.362 -3.062
C 0.578 0.788 -2.783
Pt -0.145 -0.329 -1.012
C -0.018 -2.647 1.501
C 1.138 -1.711 1.385
H 2.003 -1.872 2.040
C 1.363 -0.993 0.189
H 1.785 -1.693 -0.518
H 2.054 -0.181 0.381
C 0.174 -3.554 2.727
H 0.245 -3.004 3.686
H -0.693 -4.233 2.747
H 1.088 -4.147 2.568
C -0.189 -3.532 0.231
H -0.220 -2.924 -0.668
H 0.595 -4.279 0.142
H -1.159 -3.991 0.356
C -1.334 2.838 -0.282
H -0.742 2.671 0.626
H -1.263 3.901 -0.532
H -2.379 2.636 -0.038
C -3.147 1.050 -2.181
H -3.521 1.079 -1.153
H -3.618 1.887 -2.712
H -3.513 0.131 -2.648
C -1.184 -0.690 -4.046
H -2.085 -1.215 -3.694
H -1.404 -0.285 -5.049
H -0.371 -1.424 -4.149
C 1.805 0.268 -3.457
H 1.675 -0.799 -3.691
H 2.038 0.795 -4.397
H 2.668 0.379 -2.786
C 1.657 2.540 -1.174
H 2.612 2.128 -1.512
H 1.643 3.606 -1.432
H 1.617 2.468 -0.081
C -1.639 -1.024 0.398
C -1.270 -1.929 1.551
C -2.872 -1.479 -0.232
C -2.339 -2.184 2.427
H -1.475 0.086 0.459
C -3.849 -2.043 0.569
H -3.072 -1.322 -1.298
C -3.651 -2.216 1.937
H -2.125 -2.506 3.454
H -4.766 -2.386 0.121
H -4.438 -2.600 2.597
C 4.029 2.785 3.582
N 2.923 1.918 3.209
C 3.120 0.492 3.289
C 1.768 2.378 2.660
C 1.574 3.866 2.644
O 0.934 1.577 2.189
H 4.828 2.160 3.997
H 3.720 3.523 4.340
H 4.428 3.340 2.714
H 2.271 0.011 3.787
H 3.220 0.038 2.294
H 4.035 0.314 3.857
H 2.260 4.341 1.926
H 0.545 4.074 2.339
H 1.745 4.297 3.638

Computed properties:
Expectation value of S²: 6.04
HOMO level (spin up / spin down) in eV: -9.39 / -11.31
LUMO (spin up / spin down) in eV: -2.3931 / -5.9820
Spin multiplicity: 5
Total charge: +1
Orbital gap (spin up / spin down) in Ha: 0.257 / 0.196

---

# 4
Here is a cluster of 6 separate species, C25H39F4NO18S in total from the Open Molecules 2025 dataset. Energies are from ωB97M-V/def2-TZVPD.

Element x y z (Å)
O -4.271 1.946 5.609
S -3.149 2.258 4.786
O -2.152 3.170 5.230
O -2.419 0.889 4.399
C -2.764 0.263 3.153
C -2.268 -1.206 3.222
F -1.339 -1.400 2.252
F -1.708 -1.515 4.403
F -3.264 -2.090 2.994
C -4.247 0.377 2.855
C -4.656 1.827 2.448
C -6.134 2.006 2.737
C -7.018 1.350 1.889
C -8.371 1.456 2.131
C -8.799 2.211 3.209
N -7.970 2.862 4.014
C -6.668 2.761 3.776
C -3.678 2.780 3.131
F -4.119 4.077 3.218
H -2.172 0.731 2.361
H -4.825 0.100 3.739
H -4.514 -0.307 2.049
H -4.502 1.923 1.370
H -6.649 0.765 1.054
H -9.092 0.965 1.490
H -9.858 2.298 3.429
H -6.021 3.305 4.450
H -2.744 2.800 2.562
C 1.529 -0.817 1.802
O 2.758 -0.979 1.086
C 2.651 -0.763 -0.223
O 1.640 -0.461 -0.804
O 3.846 -0.939 -0.778
C 3.878 -0.739 -2.195
H 1.759 -1.021 2.843
H 1.162 0.203 1.698
H 0.792 -1.524 1.438
H 3.588 0.280 -2.446
H 3.217 -1.444 -2.696
H 4.905 -0.912 -2.503
C 8.081 -2.735 -2.972
O 8.889 -2.035 -3.928
C 8.420 -0.838 -4.273
O 7.414 -0.327 -3.854
O 9.258 -0.299 -5.154
C 8.877 1.004 -5.612
H 8.589 -3.677 -2.793
H 8.005 -2.171 -2.044
H 7.087 -2.919 -3.376
H 8.834 1.704 -4.780
H 7.911 0.966 -6.110
H 9.648 1.305 -6.314
C -4.781 4.649 -2.151
O -5.608 3.512 -1.879
C -6.272 3.053 -2.940
O -6.219 3.505 -4.052
O -7.002 2.008 -2.555
C -7.775 1.414 -3.604
H -4.315 4.907 -1.204
H -4.019 4.401 -2.887
H -5.381 5.483 -2.508
H -7.125 1.043 -4.395
H -8.481 2.132 -4.014
H -8.308 0.588 -3.144
C -7.187 -3.917 0.123
O -6.198 -2.905 -0.094
C -5.035 -3.369 -0.555
O -4.779 -4.520 -0.787
O -4.208 -2.337 -0.707
C -2.901 -2.684 -1.182
H -8.065 -3.396 0.492
H -7.420 -4.430 -0.807
H -6.842 -4.637 0.862
H -2.950 -3.144 -2.167
H -2.406 -3.352 -0.481
H -2.354 -1.748 -1.245
C 10.798 -0.921 -1.531
O 11.821 -0.682 -0.561
C 11.531 -1.140 0.655
O 10.521 -1.714 0.968
O 12.549 -0.856 1.464
C 12.368 -1.295 2.814
H 11.162 -0.509 -2.467
H 10.622 -1.988 -1.647
H 9.874 -0.422 -1.240
H 12.254 -2.377 2.852
H 11.496 -0.819 3.258
H 13.267 -0.996 3.344

Computed properties:
SMILES: O=S1(=O)O[C@@H](C(F)(F)F)C[C@@H](c2cccnc2)[C@H]1F.COC(=O)OC.COC(=O)OC.COC(=O)OC.COC(=O)OC.COC(=O)OC
HOMO level in eV: -9.76
LUMO in eV: 0.0891
Spin multiplicity: 1
Total charge: 0
Orbital gap in Ha: 0.362